{
  "formula": "C38H35AsF6N6O6P2S2V",
  "method": "ωB97M-V with the def2-TZVPD basis set",
  "symbols": ["V", "S", "P", "C", "P", "S", "C", "C", "C", "C", "C", "C", "C", "C", "C", "C", "C", "C", "C", "C", "C", "C", "C", "C", "C", "C", "C", "C", "C", "C", "H", "H", "H", "H", "H", "H", "H", "H", "H", "H", "H", "H", "H", "H", "H", "H", "H", "H", "H", "H", "F", "As", "F", "F", "F", "F", "F", "C", "N", "C", "N", "C", "N", "C", "N", "C", "C", "H", "H", "H", "H", "H", "H", "H", "H", "H", "H", "H", "H", "O", "C", "O", "C", "C", "C", "C", "C", "C", "N", "O", "O", "N", "O", "O", "H", "H", "H"],
  "xyz": [[-0.118, -0.568, 0.855], [-0.842, -2.635, 0.135], [-0.913, -1.746, -1.721], [-0.795, -0.057, -1.138], [-0.438, 1.384, -2.096], [-2.293, 1.043, -1.359], [-0.270, 1.308, -3.864], [0.984, 1.554, -4.431], [1.128, 1.512, -5.805], [0.027, 1.241, -6.609], [-1.222, 1.015, -6.045], [-1.379, 1.048, -4.669], [0.495, 2.671, -1.300], [-0.163, 3.852, -0.952], [0.562, 4.891, -0.391], [1.925, 4.745, -0.164], [2.575, 3.565, -0.503], [1.866, 2.524, -1.077], [0.529, -2.246, -2.646], [1.668, -1.455, -2.747], [2.796, -1.944, -3.386], [2.791, -3.230, -3.908], [1.662, -4.032, -3.790], [0.532, -3.547, -3.157], [-2.394, -2.164, -2.606], [-2.374, -2.126, -4.003], [-3.522, -2.446, -4.705], [-4.676, -2.808, -4.019], [-4.693, -2.847, -2.632], [-3.551, -2.527, -1.917], [1.839, 1.796, -3.812], [2.094, 1.703, -6.251], [0.141, 1.221, -7.685], [-2.079, 0.828, -6.676], [-2.353, 0.877, -4.228], [-1.225, 3.967, -1.130], [0.065, 5.816, -0.131], [2.482, 5.554, 0.290], [3.634, 3.455, -0.315], [2.378, 1.601, -1.322], [1.704, -0.470, -2.301], [3.681, -1.328, -3.466], [3.673, -3.613, -4.404], [1.662, -5.035, -4.193], [-0.347, -4.176, -3.072], [-1.468, -1.864, -4.536], [-3.516, -2.428, -5.786], [-5.568, -3.071, -4.573], [-5.593, -3.133, -2.105], [-3.563, -2.555, -0.834], [1.560, -0.217, 0.392], [3.436, -3.986, 0.643], [2.507, -3.069, -0.465], [4.264, -2.530, 0.969], [4.448, -4.809, -0.383], [3.917, -4.514, 2.177], [2.073, -4.994, 0.789], [1.836, -0.189, 3.189], [2.380, -0.551, 4.468], [2.822, -1.948, 4.423], [1.699, -2.845, 4.123], [1.132, -2.487, 2.854], [0.644, -1.062, 2.817], [-0.363, -0.926, 3.946], [0.206, -1.289, 5.213], [1.349, -0.416, 5.497], [0.673, -2.677, 5.159], [2.587, -0.308, 2.410], [1.495, 0.849, 3.207], [3.244, -2.222, 5.388], [3.593, -2.063, 3.659], [0.298, -3.151, 2.618], [1.888, -2.566, 2.066], [-1.216, -1.563, 3.710], [-0.684, 0.117, 3.974], [1.772, -0.688, 6.463], [1.013, 0.621, 5.541], [-0.169, -3.338, 4.948], [1.097, -2.949, 6.124], [-3.827, 0.333, 1.733], [-2.725, 0.760, 1.869], [-1.646, -0.019, 1.568], [-2.362, 2.118, 2.368], [-3.381, 2.934, 2.852], [-3.055, 4.191, 3.321], [-1.761, 4.678, 3.338], [-0.779, 3.834, 2.859], [-1.052, 2.571, 2.374], [0.625, 4.280, 2.852], [1.476, 3.416, 2.722], [0.835, 5.463, 2.968], [-4.143, 5.065, 3.831], [-3.814, 6.153, 4.242], [-5.265, 4.619, 3.782], [-4.409, 2.599, 2.863], [-1.538, 5.667, 3.714], [-0.218, 1.989, 2.006]],
  "forces_ev_per_angstrom": [[-0.563, -0.151, 0.105], [0.278, 0.236, 0.081], [0.240, -0.082, -0.059], [0.187, 0.024, 0.004], [-0.175, 0.088, 0.023], [0.037, -0.009, -0.057], [0.035, 0.073, 0.057], [0.051, 0.058, 0.042], [-0.046, -0.024, -0.016], [0.031, 0.004, 0.004], [-0.011, -0.007, 0.010], [-0.030, -0.078, 0.008], [-0.004, -0.129, -0.003], [-0.025, 0.037, -0.094], [0.013, 0.002, 0.021], [-0.009, 0.008, -0.003], [-0.011, 0.016, -0.001], [0.046, -0.063, 0.022], [-0.075, -0.030, -0.038], [0.051, 0.097, 0.021], [-0.035, -0.001, -0.025], [-0.015, 0.000, 0.004], [0.035, 0.001, -0.002], [-0.072, 0.011, -0.093], [0.049, -0.108, 0.004], [0.007, 0.001, -0.019], [-0.029, 0.007, 0.009], [0.001, 0.001, -0.010], [-0.006, 0.010, 0.003], [-0.020, 0.106, 0.044], [-0.014, 0.000, 0.016], [0.003, 0.000, -0.003], [-0.003, 0.001, -0.006], [-0.002, 0.001, -0.012], [0.003, 0.023, 0.006], [-0.004, -0.008, 0.009], [-0.005, 0.002, 0.011], [0.003, 0.007, -0.003], [0.005, -0.001, 0.007], [-0.017, -0.001, 0.002], [-0.035, -0.005, 0.008], [0.005, 0.001, 0.002], [0.001, -0.001, -0.008], [0.003, -0.006, 0.003], [0.010, 0.005, 0.013], [-0.001, -0.020, 0.011], [0.001, -0.008, -0.009], [-0.008, 0.005, -0.005], [-0.007, -0.006, -0.001], [0.009, -0.026, 0.003], [-1.001, -0.113, 0.147], [-0.024, -0.029, 0.055], [0.039, -0.062, 0.028], [-0.035, -0.057, 0.004], [0.026, -0.011, -0.033], [0.021, -0.023, -0.045], [0.073, 0.043, -0.005], [-0.025, 0.067, 0.027], [-0.011, -0.033, -0.058], [0.049, -0.009, 0.022], [-0.016, 0.058, -0.026], [0.057, -0.105, -0.020], [0.053, -0.062, 0.005], [-0.016, 0.023, 0.012], [-0.002, -0.022, -0.057], [0.011, 0.003, 0.062], [-0.007, -0.026, 0.028], [0.011, -0.016, 0.018], [0.019, 0.008, -0.002], [0.004, -0.001, -0.008], [-0.011, 0.011, 0.001], [0.015, 0.012, 0.023], [-0.059, 0.059, 0.064], [-0.002, -0.009, 0.014], [-0.015, -0.007, -0.012], [-0.010, 0.015, 0.001], [-0.003, -0.002, -0.009], [-0.004, 0.006, -0.002], [-0.005, -0.007, -0.004], [0.021, 0.123, 0.037], [-0.044, 0.006, -0.067], [1.116, 0.152, -0.300], [-0.063, -0.054, 0.064], [-0.017, 0.049, -0.016], [-0.002, -0.014, 0.008], [0.002, -0.043, -0.036], [-0.052, -0.024, -0.019], [0.001, 0.066, 0.014], [0.081, -0.020, 0.079], [-0.039, 0.048, -0.039], [0.001, -0.016, -0.027], [0.003, 0.027, -0.027], [-0.021, -0.031, 0.002], [0.016, 0.008, 0.017], [0.004, -0.007, -0.005], [0.002, 0.001, -0.002], [-0.028, -0.038, 0.004]],
  "lowdin_charge": [0.8029, 0.5790, 0.6386, -0.8752, 0.7704, 0.8016, -0.3363, -0.0719, -0.0390, -0.0283, -0.0457, -0.0922, -0.3451, -0.0754, -0.0550, -0.0419, -0.0375, -0.0845, -0.3617, -0.1014, -0.0522, -0.0372, -0.0384, -0.0729, -0.3666, -0.0865, -0.0435, -0.0308, -0.0394, -0.0758, 0.1078, 0.1218, 0.1232, 0.1213, 0.0912, 0.1110, 0.1248, 0.1273, 0.1253, 0.1009, 0.0737, 0.1198, 0.1218, 0.1220, 0.1230, 0.1094, 0.1194, 0.1224, 0.1221, 0.0974, -0.3299, 0.9071, -0.2072, -0.1889, -0.1189, -0.1655, -0.1828, -0.1456, -0.0675, -0.1317, -0.0665, -0.2072, -0.1610, -0.1483, -0.0700, -0.1340, -0.1295, 0.1228, 0.1167, 0.1416, 0.1252, 0.1067, 0.0747, 0.1411, 0.1248, 0.1396, 0.1366, 0.1390, 0.1402, 0.1801, -0.5014, -0.2485, -0.0949, 0.1088, -0.0792, 0.1186, -0.1026, 0.0543, -0.3384, 0.0739, 0.1274, -0.3437, 0.1206, 0.1193, 0.1478, 0.1463, 0.1066],
  "spin_multiplicity": 2,
  "e_above_lowest_kcal_mol": 0.0,
  "total_energy_ha": -7506.5601,
  "total_charge": 2,
  "lumo_ev": [-7.34, -6.77]
}